Model a:
The following is a DFT calculation (ωB97M-V with the def2-TZVPD basis set) of the ion C22H18BN2 with charge +1.

Geometry (Å):
C -3.969 -1.151 -1.688
C 1.519 -3.182 2.331
C -2.960 -2.089 -1.584
C -3.708 0.169 -1.415
C 2.363 -2.416 1.544
C 0.156 -3.020 2.274
C 2.943 1.683 -2.593
C 0.182 3.456 2.326
C -1.695 -1.739 -1.158
C -2.493 0.504 -0.891
C 1.808 -1.429 0.779
C -0.408 -2.101 1.406
C 2.418 0.441 -3.014
C -0.720 2.437 2.705
C 2.467 2.268 -1.472
C 0.980 3.215 1.224
C -1.487 -0.419 -0.793
C 0.450 -1.314 0.664
C 1.380 -0.151 -2.346
C -0.985 1.352 1.901
C 1.496 1.593 -0.697
C 0.831 2.015 0.507
N 0.939 0.410 -1.190
N -0.197 1.155 0.807
B -0.095 -0.050 -0.142
H -4.951 -1.448 -2.009
H 1.880 -4.020 2.910
H -3.170 -3.127 -1.793
H -4.540 0.863 -1.466
H 3.412 -2.560 1.603
H -0.477 -3.681 2.839
H 3.690 2.203 -3.202
H 0.261 4.344 2.929
H -0.964 -2.509 -0.968
H -2.253 1.507 -0.555
H 2.405 -0.744 0.198
H -1.475 -1.961 1.334
H 2.744 -0.031 -3.931
H -1.315 2.586 3.577
H 2.746 3.264 -1.148
H 1.685 3.974 0.795
H 0.954 -1.075 -2.705
H -1.846 0.776 2.108

Output
total charge = +1
E_HOMO = -11.66 eV



Model b:
The following is a DFT calculation (ωB97M-V with the def2-TZVPD basis set) of the ion C22H18BN2 with charge +1.

Geometry (Å):
C 0.784 -1.055 4.226
C -1.712 -3.085 -2.646
C 1.360 0.059 3.716
C 0.024 -1.904 3.472
C -0.439 -2.612 -2.859
C -2.395 -2.685 -1.505
C -2.375 3.325 -0.273
C 3.094 1.870 -2.056
C 1.256 0.221 2.324
C -0.170 -1.676 2.132
C 0.103 -1.737 -1.937
C -1.848 -1.819 -0.581
C -2.838 2.361 0.620
C 3.493 0.644 -1.491
C -1.152 3.104 -0.904
C 1.823 2.362 -1.809
C 0.468 -0.612 1.576
C -0.547 -1.338 -0.794
C -2.083 1.225 0.843
C 2.563 -0.056 -0.775
C -0.374 1.998 -0.593
C 0.950 1.630 -1.030
N -0.916 1.007 0.199
N 1.307 0.398 -0.588
B 0.072 -0.182 0.087
H 0.948 -1.338 5.255
H -2.166 -3.756 -3.355
H 1.965 0.701 4.341
H -0.371 -2.818 3.899
H 0.127 -3.009 -3.700
H -3.367 -3.139 -1.340
H -2.909 4.241 -0.469
H 3.796 2.509 -2.598
H 1.652 1.150 1.883
H -0.765 -2.395 1.527
H 1.066 -1.352 -2.145
H -2.406 -1.614 0.320
H -3.759 2.493 1.180
H 4.490 0.260 -1.591
H -0.764 3.810 -1.619
H 1.482 3.287 -2.231
H -2.339 0.524 1.606
H 2.875 -0.999 -0.316

Output
total charge = +1
E_HOMO = -11.64 eV



Stability, highest: model b